[1]
# C24H35Cl2F5N2O9S2

A 3-piece molecular cluster, C24H35Cl2F5N2O9S2 overall (ωB97M-V/def2-TZVPD, OMol25).

Results
SMILES: C[C@@H](Cl)[C@@H](Cl)c1c(N)cc2c(c1CCO)C(=O)N(CCCC(F)(F)C(F)(F)F)C2=O.CCOS(C)(=O)=O.CCOS(C)(=O)=O
Calculated total energy, Ha: -3938.29887
Largest force on an atom, eV/A: 0.96
Relative energy (zero: lowest compared OMol25 entry of this formula, charge and spin), kcal per mole: 5.6
Highest occupied orbital energy, eV: -9.7741
Molecular weight, g mol⁻¹: 725.58

Last column: Löwdin charge in e.
Positions of all 79 atoms, in Å:
C 0.928 -1.965 1.793  -0.176
C -0.272 -1.146 1.350  -0.684
Cl -1.360 -1.054 2.814  0.596
C -0.029 0.313 0.917  -0.646
Cl 1.531 0.965 1.531  0.678
C -0.136 0.644 -0.560  -0.119
C 0.388 -0.205 -1.564  -0.219
N 1.047 -1.417 -1.192  0.093
C 0.253 0.114 -2.923  0.070
C -0.397 1.286 -3.257  -0.074
C -0.916 2.121 -2.284  -0.025
C -0.801 1.851 -0.918  -0.074
C -1.358 2.825 0.090  -0.111
C -2.894 2.791 0.224  -0.230
O -3.486 4.078 0.308  -0.060
C -1.531 3.272 -2.999  -0.351
O -2.155 4.170 -2.528  0.162
N -1.260 3.140 -4.404  0.056
C -0.460 4.312 -4.861  -0.119
C -0.116 4.249 -6.344  -0.154
C 0.004 5.677 -6.881  -0.080
C 0.390 5.751 -8.341  -0.429
F 0.070 4.624 -9.002  0.128
F -0.314 6.757 -8.931  0.105
C 1.907 6.056 -8.604  -0.565
F 2.400 5.237 -9.519  0.180
F 2.624 5.891 -7.490  0.154
F 2.084 7.298 -9.014  0.183
C -0.655 1.871 -4.591  -0.369
O -0.436 1.348 -5.640  0.153
H 0.674 -3.017 1.796  0.048
H 1.795 -1.801 1.174  0.047
H 1.173 -1.707 2.818  0.051
H -0.869 -1.668 0.617  0.093
H -0.782 0.892 1.417  0.030
H 2.044 -1.374 -1.341  0.103
H 0.660 -2.215 -1.675  0.101
H 0.640 -0.535 -3.694  0.129
H -0.917 2.692 1.068  0.097
H -1.083 3.826 -0.236  0.123
H -3.150 2.255 1.139  0.115
H -3.343 2.303 -0.635  0.120
H -2.855 4.696 0.685  0.081
H -1.073 5.186 -4.666  0.123
H 0.435 4.400 -4.240  0.141
H 0.852 3.764 -6.447  0.123
H -0.855 3.682 -6.894  0.122
H 0.706 6.222 -6.258  0.130
H -0.957 6.173 -6.770  0.135
O 0.277 -5.339 1.614  -0.283
S 0.627 -6.727 1.578  0.568
O 0.965 -7.341 0.332  -0.272
O -0.526 -7.559 2.284  -0.261
C -1.883 -7.332 1.843  -0.248
C -2.193 -8.040 0.540  -0.072
C 1.893 -7.052 2.754  -0.118
H -2.065 -6.259 1.772  0.113
H -2.505 -7.720 2.647  0.122
H -1.637 -7.608 -0.291  0.072
H -3.258 -7.958 0.321  0.081
H -1.926 -9.095 0.604  0.085
H 1.607 -6.615 3.706  0.078
H 2.802 -6.587 2.378  0.078
H 2.024 -8.127 2.837  0.076
O 2.238 -1.160 5.728  -0.279
S 2.042 -1.122 7.145  0.561
O 1.343 -2.182 7.801  -0.274
O 1.379 0.269 7.536  -0.266
C 0.175 0.671 6.846  -0.246
C -1.050 -0.044 7.380  -0.072
C 3.582 -0.854 7.953  -0.122
H 0.291 0.522 5.771  0.109
H 0.089 1.742 7.020  0.121
H -1.020 -1.106 7.141  0.072
H -1.954 0.379 6.942  0.081
H -1.104 0.050 8.464  0.084
H 4.086 -0.019 7.475  0.075
H 4.162 -1.767 7.841  0.076
H 3.394 -0.651 9.003  0.075

[2]
# C28H35F21O14

A 7-piece molecular cluster, C28H35F21O14 overall (ωB97M-V/def2-TZVPD, OMol25).

Results
SMILES: CCOC(=O)C(F)(F)F.CCOC(=O)C(F)(F)F.CCOC(=O)C(F)(F)F.CCOC(=O)C(F)(F)F.CCOC(=O)C(F)(F)F.CCOC(=O)C(F)(F)F.CCOC(=O)C(F)(F)F
Calculated total energy, Ha: -4238.46179
Largest force on an atom, eV/A: 5.00
Relative energy (zero: lowest compared OMol25 entry of this formula, charge and spin), kcal per mole: 100.7
Highest occupied orbital energy, eV: -11.0235
Molecular weight, g mol⁻¹: 994.53

Last column: Löwdin charge in e.
Positions of all 98 atoms, in Å:
C -17.555 -24.815 -20.039  -0.064
C -16.076 -24.480 -19.725  -0.226
O -15.232 -24.967 -20.716  0.001
C -14.997 -26.327 -20.860  -0.319
O -15.424 -27.181 -20.138  0.178
C -14.150 -26.685 -22.096  -0.604
F -13.634 -25.598 -22.652  0.178
F -13.205 -27.543 -21.744  0.181
F -14.861 -27.303 -22.998  0.199
H -17.789 -24.804 -21.103  0.082
H -18.205 -24.062 -19.594  0.072
H -17.832 -25.780 -19.613  0.071
H -15.821 -24.784 -18.710  0.130
H -16.080 -23.393 -19.812  0.121
C -20.718 -17.681 -9.042  -0.093
C -19.448 -18.331 -9.239  -0.240
O -19.282 -18.650 -10.631  0.006
C -19.652 -19.870 -11.143  -0.263
O -20.146 -20.802 -10.450  0.099
C -19.407 -19.992 -12.701  -0.577
F -18.755 -18.944 -13.190  0.169
F -18.803 -21.116 -12.956  0.212
F -20.613 -19.946 -13.292  0.155
H -21.623 -18.245 -9.265  0.092
H -20.797 -16.702 -9.515  0.090
H -20.778 -17.519 -7.966  0.090
H -19.348 -19.215 -8.609  0.130
H -18.695 -17.615 -8.909  0.131
C -6.994 -13.097 -15.664  -0.075
C -6.999 -14.492 -15.062  -0.177
O -7.511 -15.438 -16.101  0.025
C -7.362 -16.755 -15.834  -0.366
O -6.710 -17.166 -14.906  0.155
C -7.949 -17.700 -16.905  -0.524
F -8.469 -17.017 -17.964  0.140
F -7.027 -18.538 -17.369  0.179
F -8.918 -18.421 -16.322  0.163
H -7.714 -12.920 -16.463  0.082
H -6.015 -12.908 -16.103  0.074
H -7.135 -12.417 -14.824  0.079
H -7.659 -14.425 -14.197  0.120
H -6.017 -14.666 -14.622  0.123
C -15.611 -26.330 -3.714  -0.043
C -14.278 -25.596 -4.179  -0.185
O -14.513 -25.112 -5.494  0.023
C -13.633 -25.457 -6.436  -0.322
O -12.453 -25.803 -6.267  0.123
C -14.144 -25.157 -7.888  -0.589
F -14.123 -26.224 -8.634  0.201
F -15.360 -24.588 -7.894  0.160
F -13.316 -24.313 -8.470  0.180
H -16.491 -25.689 -3.775  0.072
H -15.511 -26.658 -2.680  0.071
H -15.769 -27.170 -4.390  0.071
H -13.356 -26.162 -4.047  0.119
H -14.152 -24.759 -3.492  0.118
C -12.813 -16.788 -12.247  -0.039
C -14.053 -17.198 -13.129  -0.210
O -13.755 -18.398 -13.777  -0.006
C -13.776 -19.588 -13.077  -0.320
O -14.146 -19.786 -11.938  0.163
C -13.421 -20.772 -14.006  -0.553
F -14.339 -21.781 -13.829  0.135
F -13.324 -20.448 -15.269  0.197
F -12.248 -21.248 -13.617  0.177
H -12.709 -15.715 -12.401  0.064
H -11.884 -17.313 -12.470  0.084
H -13.109 -16.887 -11.203  0.071
H -14.265 -16.398 -13.838  0.117
H -15.010 -17.287 -12.616  0.122
C -10.302 -32.415 -16.975  -0.063
C -10.915 -31.039 -17.049  -0.260
O -11.934 -30.827 -16.103  0.014
C -12.438 -29.525 -15.983  -0.274
O -12.032 -28.550 -16.650  0.127
C -13.680 -29.437 -15.084  -0.458
F -13.744 -28.163 -14.583  0.140
F -14.766 -29.649 -15.906  0.139
F -13.605 -30.356 -14.081  0.149
H -10.964 -33.168 -17.402  0.074
H -10.125 -32.737 -15.949  0.082
H -9.429 -32.516 -17.620  0.082
H -11.256 -30.836 -18.064  0.128
H -10.158 -30.255 -17.025  0.122
C -6.693 -7.437 -5.122  -0.037
C -8.155 -7.544 -5.633  -0.230
O -8.272 -8.397 -6.728  0.000
C -9.245 -9.349 -6.855  -0.290
O -10.057 -9.633 -5.976  0.137
C -9.133 -10.049 -8.252  -0.548
F -8.335 -9.381 -9.126  0.138
F -8.761 -11.296 -8.158  0.200
F -10.288 -10.077 -8.918  0.157
H -5.956 -7.334 -5.919  0.081
H -6.580 -8.252 -4.406  0.077
H -6.691 -6.540 -4.504  0.073
H -8.625 -6.594 -5.890  0.126
H -8.843 -7.920 -4.876  0.116

[3]
# C32H87FLi3N7O9

C32H87FLi3N7O9 as an isolated structure (ωB97M-V/def2-TZVPD, OMol25).

Results
Calculated total energy, Ha: -2454.25475
Largest force on an atom, eV/A: 3.89
Highest occupied orbital energy, eV: -7.0956
Molecular weight, g mol⁻¹: 753.91

Last column: Löwdin charge in e.
Positions of all 139 atoms, in Å:
Li 1.934 1.787 -0.891  0.595
Li 3.184 0.556 1.446  0.612
Li 0.020 0.008 0.005  0.586
F 1.254 1.221 1.073  -0.613
C -0.426 -0.936 -3.736  -0.109
C 0.622 0.037 -3.255  -0.464
O 0.732 0.109 -1.839  -0.469
H -0.218 -1.775 -3.071  0.044
H -0.410 -1.426 -4.709  0.067
H -1.409 -0.535 -3.488  0.069
H 0.436 0.997 -3.736  0.070
H 1.609 -0.331 -3.534  0.080
C 6.212 0.271 -0.739  -0.096
C 4.973 1.018 -1.303  -0.425
O 3.888 1.411 -0.413  -0.494
H 7.052 0.343 -1.429  0.063
H 6.117 -0.811 -0.824  0.022
H 6.422 0.491 0.307  0.065
H 4.524 0.404 -2.083  0.060
H 5.415 1.850 -1.850  0.079
C -1.681 3.793 0.915  -0.081
C -0.562 4.483 1.684  -0.324
C -0.988 5.789 2.600  -0.184
O -0.748 6.964 1.918  -0.167
C 0.483 7.545 2.364  -0.112
N -0.071 3.353 2.589  0.030
H -2.385 3.266 1.558  0.072
H -1.269 2.899 0.445  0.055
H -2.047 4.420 0.102  0.080
H 0.208 4.679 0.938  0.103
H -0.460 5.795 3.554  0.097
H -2.033 5.793 2.907  0.121
H 0.475 8.625 2.220  0.081
H 1.411 7.339 1.830  0.079
H 0.755 7.398 3.409  0.081
H 0.468 2.806 1.933  0.008
H 0.570 3.728 3.274  0.041
C -8.877 0.611 2.473  -0.071
C -7.566 -0.033 2.452  -0.476
C -7.174 -0.447 0.986  -0.169
O -5.731 -0.686 0.821  -0.218
C -5.442 -0.752 -0.584  -0.094
N -6.544 0.874 2.838  0.039
H -8.788 1.662 2.196  0.089
H -9.341 0.629 3.459  0.084
H -9.578 0.026 1.877  0.085
H -7.413 -0.985 2.960  0.142
H -7.444 0.400 0.356  0.119
H -7.794 -1.283 0.660  0.122
H -6.081 -1.490 -1.068  0.084
H -4.425 -1.072 -0.814  0.070
H -5.634 0.176 -1.123  0.089
H -6.596 1.762 2.359  0.075
H -5.861 0.503 2.194  0.036
C 5.138 -1.545 3.040  -0.050
C 3.682 -1.834 2.779  -0.397
C 2.770 -0.896 3.589  -0.167
O 3.027 0.485 3.339  -0.279
C 2.260 1.341 4.141  -0.096
N 3.336 -1.522 1.385  0.030
H 5.336 -1.811 4.078  0.084
H 5.321 -0.502 2.784  0.081
H 5.817 -2.167 2.456  0.083
H 3.533 -2.873 3.071  0.141
H 3.007 -1.050 4.641  0.130
H 1.715 -0.937 3.318  0.115
H 2.687 1.352 5.144  0.098
H 1.198 1.110 4.060  0.087
H 2.318 2.372 3.791  0.083
H 3.926 -1.878 0.648  0.047
H 2.599 -2.162 1.127  0.033
C -2.446 -0.745 3.090  -0.045
C -1.250 -0.748 2.123  -0.403
C -0.652 -2.127 2.009  -0.167
O 0.483 -2.041 1.106  -0.233
C 0.725 -3.236 0.345  -0.053
N -1.882 -0.365 0.824  0.037
H -2.124 -0.887 4.122  0.080
H -3.070 -1.622 2.914  0.064
H -2.933 0.229 3.063  0.087
H -0.577 -0.013 2.565  0.123
H -1.401 -2.771 1.546  0.110
H -0.546 -2.511 3.023  0.135
H -0.189 -3.605 -0.122  0.065
H 1.133 -3.977 1.033  0.100
H 1.505 -2.981 -0.372  0.073
H -2.521 -1.115 0.603  0.050
H -2.517 0.396 1.018  0.069
C -4.412 -4.086 2.037  -0.034
C -4.809 -4.642 0.662  -0.433
C -3.613 -4.720 -0.267  -0.246
O -3.206 -3.416 -0.398  -0.233
C -2.346 -3.265 -1.537  -0.085
N -5.282 -6.020 0.791  0.030
H -4.293 -3.015 1.871  0.048
H -3.492 -4.539 2.406  0.091
H -5.329 -4.206 2.614  0.080
H -5.578 -4.039 0.180  0.133
H -3.955 -5.086 -1.235  0.128
H -2.764 -5.265 0.146  0.135
H -1.777 -2.344 -1.407  0.068
H -2.973 -3.287 -2.429  0.101
H -1.567 -4.027 -1.552  0.081
H -5.617 -6.491 -0.037  0.071
H -5.961 -5.973 1.537  0.061
C 0.903 5.778 -2.131  -0.068
C 0.655 4.308 -2.464  -0.406
C 0.890 3.982 -3.909  -0.219
O -0.196 4.334 -4.719  -0.178
C -0.051 4.231 -6.133  -0.083
N 1.628 3.704 -1.591  0.004
H 0.236 6.341 -2.785  0.078
H 1.876 6.224 -2.335  0.094
H 0.452 6.131 -1.204  0.074
H -0.355 4.023 -2.170  0.149
H 1.149 2.928 -4.006  0.111
H 1.793 4.472 -4.275  0.129
H 0.058 3.183 -6.413  0.086
H 0.853 4.779 -6.395  0.083
H -0.894 4.666 -6.669  0.087
H 1.527 4.308 -0.788  0.059
H 2.523 3.991 -1.961  0.092
C 3.944 -2.697 -3.751  -0.058
C 4.361 -3.195 -2.335  -0.381
C 5.906 -3.461 -2.214  -0.139
O 6.349 -4.417 -3.244  -0.173
C 7.704 -4.568 -3.242  -0.166
N 3.720 -2.264 -1.434  0.056
H 4.186 -3.284 -4.637  0.076
H 4.196 -1.646 -3.887  0.077
H 2.858 -2.648 -3.833  0.063
H 3.841 -4.150 -2.256  0.131
H 6.261 -3.619 -1.196  0.119
H 6.300 -2.477 -2.467  0.107
H 8.087 -3.842 -3.959  0.084
H 8.103 -5.502 -3.638  0.087
H 8.179 -4.291 -2.300  0.084
H 3.953 -1.315 -1.689  0.045
H 2.799 -2.212 -1.845  0.058

[4]
# C3H5CaLiO3

C3H5CaLiO3 as an isolated structure (ωB97M-V/def2-TZVPD, OMol25).

Results
Calculated total energy, Ha: -1027.86140
Total charge: +1
Largest force on an atom, eV/A: 3.94
Relative energy (zero: lowest compared OMol25 entry of this formula, charge and spin), kcal per mole: 10.6
Highest occupied orbital energy (alpha / beta), eV: -7.4169 / -10.5467
Spin multiplicity: 2
Molecular weight, g mol⁻¹: 136.09

Last column: Löwdin spin population.
Positions of all 13 atoms, in Å:
C -0.634 -1.253 -0.741  0.453
C 0.563 -1.293 -1.497  0.051
H -0.885 -2.139 -0.152  0.025
H -1.416 -0.579 -1.100  0.022
H 1.138 -2.221 -1.410  0.003
H 0.507 -0.904 -2.519  0.008
H 1.120 -0.194 -0.363  0.126
O -0.184 1.662 2.034  0.029
C -0.100 1.316 0.803  0.059
O -0.498 2.011 -0.128  0.023
O 0.374 0.063 0.675  0.105
Ca 0.903 0.127 3.077  0.090
Li -0.888 3.404 1.321  0.005